No. 1
Below is a structure of composition C22H30IrN4O3SSi in a non-equilibrium geometry, with properties calculated with ωB97M-V with the def2-TZVPD basis set.

Geometry (Å):
Ir1 -0.3811 0.0372 -0.8011
C1 0.5123 1.5835 -3.8927
C2 -0.6823 0.6844 -3.8499
C3 -1.5147 0.4572 -4.9288
C4 -2.5995 -0.4121 -4.7968
C5 -2.8837 -1.0546 -3.6091
C6 -2.0156 -0.7951 -2.5489
N1 -0.9462 0.0120 -2.7206
N2 -1.9692 -1.1168 -1.2339
Si1 -2.7049 -2.4615 -0.3486
C7 -1.6294 -2.7644 1.1387
C8 -4.4369 -1.9843 0.1385
C9 -2.7359 -3.9419 -1.4880
H1 1.2759 1.1628 -4.5482
H2 0.9500 1.7099 -2.9034
H3 0.2442 2.5623 -4.2895
H4 -1.3201 0.9578 -5.8662
H5 -3.2482 -0.5690 -5.6490
H6 -3.7471 -1.6911 -3.4875
H7 -1.2571 -1.8429 1.5918
H8 -0.7682 -3.3936 0.9002
H9 -2.2076 -3.2774 1.9107
H10 -4.4354 -1.1455 0.8377
H11 -4.9361 -2.8226 0.6307
H12 -5.0417 -1.7009 -0.7252
H13 -1.7590 -4.1336 -1.9372
H14 -3.4640 -3.8372 -2.2937
H15 -3.0141 -4.8323 -0.9187
C10 4.3184 4.5365 4.6853
C11 3.4059 3.5210 4.0603
C12 3.3942 2.2001 4.4930
C13 2.5505 1.2629 3.9149
C14 1.7015 1.6594 2.8941
C15 1.6909 2.9747 2.4459
C16 2.5405 3.8932 3.0291
S1 0.6686 0.4511 2.1515
O1 0.7253 -0.7443 2.9427
O2 -0.6202 1.0645 1.8849
N3 1.2490 0.1696 0.6371
C17 1.6556 -1.1232 0.2791
C18 2.5372 -2.0199 0.8545
C19 2.6865 -3.2438 0.2251
C20 1.9704 -3.5542 -0.9283
C21 1.0903 -2.6218 -1.4356
N4 0.9728 -1.4371 -0.8320
H16 4.9252 4.0941 5.4729
H17 3.7441 5.3559 5.1196
H18 4.9887 4.9665 3.9399
H19 4.0499 1.8980 5.2997
H20 2.5334 0.2404 4.2651
H21 1.0149 3.2795 1.6599
H22 2.5302 4.9214 2.6885
H23 3.0641 -1.7658 1.7616
H24 3.3693 -3.9737 0.6393
H25 2.0887 -4.5082 -1.4201
H26 0.4834 -2.7869 -2.3151
C22 -1.2736 2.9611 -0.6190
O3 -1.7733 1.6084 -0.5227
H27 -0.4449 3.0988 0.0718
H28 -2.0828 3.6519 -0.3937
H29 -0.9460 3.1009 -1.6452
H30 -2.0928 1.4789 0.3849

Charge: +1
Energy above the lowest of the compared OMol25 structures with the same formula, charge and spin (kcal per mole): 11.71

=====

No. 2
Below is a structure of composition C22H30KOS9 in a non-equilibrium geometry, with properties calculated with ωB97M-V with the def2-TZVPD basis set.

Geometry (Å):
K1 -0.4339 -1.3957 0.1924
C1 -2.6425 0.8539 -3.8166
C2 -2.0195 -0.1836 -4.7503
S1 -0.3567 -0.6489 -4.2178
C3 -0.2675 -2.3643 -4.7816
C4 0.2533 -3.3342 -3.7216
S2 -0.6576 -3.4072 -2.1772
C5 -2.3206 -3.7802 -2.7446
C6 -3.2394 -3.9598 -1.5315
S3 -3.3911 -2.5705 -0.3808
C7 -4.6808 -1.5818 -1.1656
C8 -4.3147 -0.8208 -2.4374
S4 -2.9431 0.3045 -2.1291
H1 -1.9883 1.7246 -3.7335
H2 -3.5736 1.2182 -4.2609
H3 -2.6402 -1.0814 -4.7747
H4 -2.0069 0.2222 -5.7648
H5 -1.2677 -2.6651 -5.0982
H6 0.3721 -2.4425 -5.6628
H7 0.3168 -4.3299 -4.1705
H8 1.2664 -3.0657 -3.4132
H9 -2.7000 -2.9907 -3.3948
H10 -2.3191 -4.7130 -3.3177
H11 -4.2414 -4.2434 -1.8646
H12 -2.8640 -4.7840 -0.9217
H13 -5.5459 -2.2211 -1.3613
H14 -4.9873 -0.8751 -0.3909
H15 -4.0624 -1.5328 -3.2237
H16 -5.1929 -0.2608 -2.7737
S5 2.6000 -1.4416 -0.0187
S6 1.8871 -3.2521 0.7975
S7 1.1991 -3.0072 2.7421
S8 -0.8794 -2.7063 2.7655
O1 -1.2342 0.7616 0.6197
S9 -0.2571 1.5913 1.4320
C9 0.6852 0.4704 2.5011
C10 1.2745 1.1679 3.6993
C11 2.6073 0.9329 4.0226
C12 3.1766 1.5211 5.1424
C13 2.4211 2.3541 5.9557
C14 1.0874 2.5850 5.6454
C15 0.5189 1.9917 4.5276
C16 1.0329 2.0335 0.2451
C17 2.2371 2.6689 0.8821
C18 2.1252 3.8710 1.5759
C19 3.2325 4.4383 2.1867
C20 4.4708 3.8152 2.0917
C21 4.5884 2.6211 1.3961
C22 3.4755 2.0429 0.8006
H17 1.4582 -0.0383 1.9148
H18 -0.0423 -0.2960 2.8160
H19 3.1863 0.2731 3.3874
H20 4.2166 1.3269 5.3748
H21 2.8668 2.8125 6.8299
H22 0.4836 3.2235 6.2788
H23 -0.5253 2.1710 4.2994
H24 0.5276 2.7106 -0.4469
H25 1.2996 1.1099 -0.2772
H26 1.1583 4.3560 1.6545
H27 3.1268 5.3620 2.7416
H28 5.3367 4.2561 2.5699
H29 5.5460 2.1192 1.3335
H30 3.5607 1.0827 0.3021

Charge: -1

=====

No. 3
Below is a structure of composition C22H30N11O5S2W, with properties calculated with ωB97M-V with the def2-TZVPD basis set.

Geometry (Å):
W1 0.3736 0.4719 -0.5192
N1 -0.6443 -2.5865 2.6513
C1 -0.5827 -1.5903 1.7785
S1 0.6056 -1.7063 0.5063
N2 -1.4264 -0.5901 1.8919
N3 -1.2673 0.3453 0.9239
C2 -2.0226 1.3998 0.9874
C3 -2.0201 2.2618 -0.1790
C4 -2.8070 3.3874 -0.3339
C5 -2.8255 4.0148 -1.5804
C6 -2.0986 3.4732 -2.6282
C7 -1.3202 2.3492 -2.4030
N4 -1.2535 1.7717 -1.1929
H1 -0.0384 -3.3891 2.6014
H2 -1.3723 -2.5760 3.3529
H3 -2.6971 1.5298 1.8272
H4 -3.4057 3.7532 0.4888
H5 -3.4297 4.8992 -1.7317
H6 -2.1283 3.9031 -3.6195
H7 -0.7596 1.8815 -3.2017
O1 3.0240 2.3452 -5.2747
C8 2.4944 1.9809 -4.2841
C9 2.3570 0.5012 -3.7982
O2 2.4967 -0.5065 -4.4041
C10 1.9482 0.6557 -2.3492
C11 1.6551 1.9556 -2.0051
O3 1.3633 2.2047 -0.7452
C12 1.8340 2.8872 -3.1988
O4 1.4692 4.0132 -3.2679
O5 1.9116 -0.2688 -1.3755
C13 5.4068 -3.5497 3.7378
C14 4.6241 -2.2554 3.8956
C15 5.3642 -1.0656 3.2931
C16 4.6492 0.2572 3.5075
N5 3.3280 0.3119 2.8338
C17 2.9372 0.9744 1.7635
S2 1.1677 1.1774 1.7331
N6 3.6878 1.5261 0.8331
C18 5.1341 1.3787 0.5624
C19 5.9223 2.6430 0.8758
C20 5.8072 3.7447 -0.1735
C21 4.4531 4.4358 -0.2619
H8 4.8648 -4.3949 4.1576
H9 6.3658 -3.4889 4.2511
H10 5.6025 -3.7661 2.6867
H11 4.4321 -2.0604 4.9545
H12 3.6430 -2.3625 3.4155
H13 5.5380 -1.2441 2.2280
H14 6.3508 -0.9723 3.7535
H15 5.2171 1.1322 3.2014
H16 4.4171 0.3927 4.5656
H17 2.5846 -0.1682 3.3206
H18 3.2172 2.2589 0.3224
H19 5.2244 1.1184 -0.4966
H20 5.4829 0.5167 1.1180
H21 6.9716 2.3535 0.9600
H22 5.6285 3.0152 1.8617
H23 6.0773 3.3334 -1.1506
H24 6.5702 4.4938 0.0408
H25 3.6774 3.7949 -0.7046
H26 4.5024 5.3179 -0.8976
H27 4.0913 4.7572 0.7164
N7 -0.9251 -3.5469 -3.8342
N8 -1.1200 -2.4525 -3.0923
N9 -2.3447 -2.0658 -2.7604
C22 -2.1008 -1.0162 -2.0053
N10 -0.7838 -0.7891 -1.8948
N11 -0.1564 -1.7507 -2.6092
H28 -1.7519 -3.7765 -4.3711
H29 -0.0103 -3.5585 -4.2658
H30 -2.8751 -0.4311 -1.5397

Charge: +3
Energy above the lowest of the compared OMol25 structures with the same formula, charge and spin (kcal per mole): 27.35

=====

No. 4
Below is an isolated molecule of C22H30N2O4, with properties calculated with ωB97M-V with the def2-TZVPD basis set.

Geometry (Å):
O1 -1.4883 -0.5215 -2.0776
C1 -2.5492 -0.4406 -1.5026
N1 -2.9988 -1.4588 -0.6827
C2 -4.2218 -1.4892 -0.0343
O2 -4.5342 -2.4334 0.6508
C3 -5.1349 -0.3104 -0.2602
C4 -4.3633 0.9915 -0.4628
C5 -3.4514 0.7597 -1.6630
H1 -4.0533 0.5928 -2.5626
H2 -2.8130 1.6239 -1.8582
C6 -3.5618 1.3687 0.8080
H3 -3.7834 0.6658 1.6122
H4 -2.4874 1.3378 0.6271
C7 -4.0182 2.7766 1.2013
H5 -3.3983 3.5255 0.7061
H6 -3.9611 2.9427 2.2755
C8 -5.4429 2.8573 0.6648
H7 -5.8071 3.8802 0.5879
H8 -6.1195 2.2975 1.3117
C9 -5.3243 2.1753 -0.6945
H9 -6.2873 1.8499 -1.0853
H10 -4.8837 2.8705 -1.4111
H11 -5.7344 -0.5324 -1.1492
H12 -5.8177 -0.2495 0.5887
C10 -2.1345 -2.6225 -0.4953
H13 -2.7632 -3.5128 -0.5724
H14 -1.4051 -2.6167 -1.3048
C11 -1.4410 -2.6210 0.8682
C12 -0.5101 -1.4320 1.0964
H15 -0.1504 -1.4596 2.1268
H16 -1.0653 -0.4997 0.9677
C13 0.7040 -1.4246 0.1713
N2 1.6480 -0.4070 0.6124
H17 1.1528 0.4757 0.6926
C14 2.7843 -0.2317 -0.2709
C15 3.8476 -1.3129 -0.0105
C16 4.3917 -1.1969 1.4157
H18 5.0841 -2.0287 1.6075
O3 5.0557 0.0312 1.6122
C17 5.8940 0.3758 0.5844
C18 6.8272 1.3818 0.8000
C19 7.7012 1.7503 -0.2047
C20 7.6560 1.1100 -1.4327
C21 6.7193 0.1210 -1.6636
C22 5.8251 -0.2455 -0.6659
O4 4.9033 -1.2209 -0.9469
H19 6.6548 -0.3828 -2.6149
H20 8.3452 1.3866 -2.2156
H21 8.4231 2.5320 -0.0252
H22 6.8494 1.8558 1.7685
H23 3.5673 -1.2209 2.1291
H24 3.4171 -2.3072 -0.1606
H25 3.2343 0.7443 -0.0703
H26 2.5083 -0.2714 -1.3384
H27 0.3880 -1.2555 -0.8693
H28 1.2039 -2.3959 0.2248
H29 -0.8717 -3.5482 0.9511
H30 -2.2093 -2.6300 1.6433

SMILES: O=C1CC2(CCCC2)CC(=O)N1CCCCNC[C@@H]1COc2ccccc2O1
Energy above the lowest of the compared OMol25 structures with the same formula, charge and spin (kcal per mole): 21.21

=====

Ordered Kohn-Sham gap results: 7.53, 4.87, 6.05, 8.72; unit eV.
Ordered HOMO energy results: -0.40253, -0.11264, -0.64468, -0.29855; unit Eh.